No. 1
C20H50AsF6Mg2NO13 | ωB97M-V with the def2-TZVPD basis set

The LUMO energy comes out at -4.51 eV. As for the net charge: +2. The calculation puts the frontier orbital gap at 8.38 eV. Its HOMO energy is -12.89 eV. Its largest force on an atom is 2.58 eV/A. The calculation puts the electronic energy at -5059.62857 Eh.

Atoms and positions in Å:
1 Mg -0.001 -2.452 -1.768
2 Mg -0.674 1.523 2.751
3 N -0.035 0.115 0.016
4 O -0.345 0.498 1.158
5 O -0.152 -1.117 -0.228
6 O 0.378 0.883 -0.827
7 As 1.375 -1.483 3.447
8 F 2.018 -3.101 3.475
9 F 0.640 -1.825 4.977
10 F 0.662 0.187 3.524
11 F 1.986 -1.181 1.835
12 F -0.142 -1.999 2.690
13 F 2.770 -0.777 4.193
14 C -0.804 -4.784 -3.797
15 O 0.060 -3.760 -3.300
16 C 1.341 -3.840 -3.922
17 C 2.450 -3.092 -3.138
18 O 1.911 -2.235 -2.133
19 C 2.872 -1.320 -1.560
20 H -1.052 -4.645 -4.851
21 H -1.803 -4.721 -3.362
22 H -0.396 -5.770 -3.586
23 H 1.303 -3.479 -4.954
24 H 1.644 -4.884 -4.041
25 H 3.015 -2.535 -3.888
26 H 3.119 -3.788 -2.630
27 H 3.826 -1.825 -1.402
28 H 2.526 -0.937 -0.606
29 H 3.030 -0.527 -2.289
30 C 1.355 -4.309 0.588
31 O 0.382 -3.777 -0.314
32 C -0.828 -4.554 -0.390
33 C -2.071 -3.722 -0.544
34 O -1.913 -2.793 -1.622
35 C -3.018 -1.871 -1.668
36 H 0.986 -4.335 1.610
37 H 2.258 -3.711 0.506
38 H 1.604 -5.322 0.254
39 H -0.951 -5.232 0.455
40 H -0.740 -5.244 -1.236
41 H -2.201 -3.289 0.455
42 H -2.948 -4.349 -0.722
43 H -2.684 -0.890 -2.009
44 H -3.575 -1.796 -0.740
45 H -3.670 -2.200 -2.482
46 C -0.047 3.968 -2.408
47 O 0.452 3.190 -3.476
48 C 1.826 2.879 -3.371
49 C 2.403 2.826 -4.778
50 O 1.400 2.380 -5.693
51 C 1.888 2.247 -7.007
52 H 0.777 4.198 -1.726
53 H -0.786 3.402 -1.832
54 H -0.533 4.903 -2.688
55 H 2.014 1.949 -2.828
56 H 2.335 3.700 -2.859
57 H 3.204 2.087 -4.954
58 H 2.938 3.704 -5.161
59 H 2.132 1.191 -7.197
60 H 2.839 2.758 -7.176
61 H 1.148 2.493 -7.764
62 C 0.205 2.905 5.312
63 O -0.702 2.080 4.582
64 C -1.736 1.465 5.380
65 C -2.755 0.763 4.506
66 O -2.192 0.254 3.283
67 C -3.062 -0.645 2.637
68 H 1.054 2.298 5.620
69 H -0.254 3.427 6.156
70 H 0.506 3.757 4.707
71 H -2.208 2.189 6.042
72 H -1.249 0.719 6.014
73 H -3.585 1.433 4.268
74 H -3.099 -0.114 5.059
75 H -4.075 -0.239 2.516
76 H -3.141 -1.557 3.231
77 H -2.736 -0.817 1.613
78 C -3.269 3.085 1.843
79 O -1.879 2.894 2.184
80 C -1.192 4.182 2.308
81 C 0.197 3.970 1.775
82 O 0.708 2.789 2.439
83 C 2.062 2.530 2.172
84 H -3.698 3.685 2.650
85 H -3.784 2.138 1.738
86 H -3.352 3.708 0.953
87 H -1.301 4.409 3.366
88 H -1.601 4.986 1.694
89 H 0.894 4.794 1.944
90 H 0.208 3.832 0.690
91 H 2.687 3.407 2.389
92 H 2.286 2.278 1.131
93 H 2.565 1.787 2.792

No. 2
CH4BNO2 | ωB97M-V with the def2-TZVPD basis set

Its SMILES is BO[N+](=C)[O-]. The LUMO energy comes out at 0.55 eV. The calculation puts the frontier orbital gap at 10.56 eV. Its HOMO energy is -10.01 eV. Its largest force on an atom is 3.35 eV/A. The calculation puts the electronic energy at -270.45158 Eh.

Atoms and positions in Å:
1 B 0.906 1.242 -0.313
2 O -0.104 1.001 0.497
3 N -1.015 -0.260 0.088
4 C -0.352 -1.367 0.355
5 O -2.100 0.057 -0.371
6 H 1.352 0.841 -1.337
7 H 1.527 2.043 0.358
8 H -0.855 -2.344 0.044
9 H 0.641 -1.213 0.679

No. 3
C20H30Br18F6N2O6 | ωB97M-V with the def2-TZVPD basis set

The LUMO energy comes out at -0.47 eV. The calculation puts the frontier orbital gap at 8.93 eV. Its HOMO energy is -9.40 eV. Its largest force on an atom is 3.67 eV/A. The calculation puts the electronic energy at -48272.36173 Eh.

Atoms and positions in Å:
1 C -2.923 4.593 -1.267
2 C -3.834 3.712 -0.473
3 O -3.347 3.113 0.492
4 N -5.089 3.609 -0.842
5 C -6.144 2.812 -0.229
6 H -3.011 5.667 -1.104
7 H -2.975 4.350 -2.329
8 H -1.895 4.388 -0.971
9 H -5.428 4.220 -1.571
10 H -5.754 2.260 0.627
11 H -6.624 2.087 -0.887
12 H -6.868 3.541 0.134
13 C -0.230 -1.295 0.312
14 C 1.078 -0.545 0.541
15 O 2.171 -1.137 0.512
16 N 0.999 0.714 0.977
17 C 2.102 1.634 1.368
18 H -1.093 -0.691 0.593
19 H -0.275 -2.240 0.853
20 H -0.317 -1.508 -0.754
21 H 0.096 1.166 0.943
22 H 2.948 1.533 0.689
23 H 2.459 1.615 2.398
24 H 1.722 2.633 1.153
25 C -1.835 0.832 6.913
26 C -1.330 1.837 7.919
27 O -1.400 3.155 7.362
28 C -0.420 3.701 6.691
29 O 0.668 3.196 6.561
30 C -0.758 5.143 6.216
31 F -1.303 5.215 4.995
32 F -1.642 5.644 7.073
33 F 0.392 5.899 6.210
34 H -1.774 -0.183 7.305
35 H -1.187 0.745 6.042
36 H -2.859 0.999 6.578
37 H -0.313 1.566 8.202
38 H -1.895 1.873 8.851
39 C -0.325 4.361 -7.785
40 C 0.159 2.955 -8.278
41 O 1.300 2.403 -7.656
42 C 1.228 1.979 -6.336
43 O 0.197 1.807 -5.671
44 C 2.583 1.558 -5.706
45 F 3.007 2.416 -4.758
46 F 2.541 0.332 -5.179
47 F 3.553 1.539 -6.618
48 H -0.810 4.260 -6.815
49 H -1.062 4.836 -8.433
50 H 0.514 5.006 -7.523
51 H 0.409 3.055 -9.334
52 H -0.719 2.311 -8.224
53 C 7.295 -3.878 -2.947
54 Br 7.961 -5.123 -1.510
55 Br 6.201 -4.928 -4.184
56 Br 8.866 -3.005 -3.890
57 H 6.643 -3.145 -2.472
58 C -1.498 -8.190 -0.132
59 Br 0.206 -7.638 -1.003
60 Br -1.384 -10.093 0.437
61 Br -2.944 -8.133 -1.549
62 H -1.717 -7.473 0.659
63 C -2.056 -3.027 -7.077
64 Br -3.099 -2.238 -5.502
65 Br -3.325 -4.072 -8.153
66 Br -0.667 -4.218 -6.436
67 H -1.692 -2.258 -7.759
68 C 3.865 -5.674 4.235
69 Br 1.866 -5.771 4.440
70 Br 4.633 -7.515 4.244
71 Br 4.515 -4.761 5.825
72 H 4.098 -5.042 3.378
73 C -6.261 -3.083 3.108
74 Br -6.882 -3.669 1.284
75 Br -5.628 -4.621 4.127
76 Br -7.909 -2.370 3.994
77 H -5.518 -2.290 3.029
78 C 7.788 -0.552 2.727
79 Br 8.416 0.832 1.437
80 Br 7.367 0.245 4.493
81 Br 9.251 -1.917 3.130
82 H 6.922 -1.060 2.300

No. 4
C6H13N | ωB97M-V with the def2-TZVPD basis set

Its SMILES is C=C(CC)CCN. The LUMO energy comes out at 1.06 eV. The calculation puts the frontier orbital gap at 10.21 eV. Its HOMO energy is -9.15 eV. Its largest force on an atom is 1.02 eV/A. The calculation puts the electronic energy at -291.13791 Eh.

Atoms and positions in Å:
1 C 1.861 0.832 0.750
2 C 0.649 0.477 0.319
3 C -0.519 0.465 1.287
4 C -1.575 1.504 0.911
5 C 0.433 0.102 -1.126
6 C -0.241 -1.250 -1.294
7 N 0.734 -2.334 -1.004
8 H 2.690 0.856 0.053
9 H 2.028 1.343 1.686
10 H -0.960 -0.528 1.278
11 H -0.088 0.683 2.260
12 H -2.253 1.707 1.739
13 H -2.202 1.167 0.079
14 H -1.108 2.443 0.614
15 H -0.190 0.876 -1.595
16 H 1.379 0.104 -1.669
17 H -1.088 -1.341 -0.601
18 H -0.647 -1.441 -2.287
19 H 0.752 -2.482 -0.001
20 H 0.348 -3.185 -1.398

No. 5
C26H27FN4O4 | ωB97M-V with the def2-TZVPD basis set

Its SMILES is COc1ccc2[nH]c3c(c2c1)CCN1C(=O)N([C@@H](C)C(=O)NCCc2ccc(F)cc2)C(=O)[C@]31C. The LUMO energy comes out at 0.55 eV. The calculation puts the frontier orbital gap at 8.55 eV. Its HOMO energy is -8.00 eV. Its largest force on an atom is 0.66 eV/A. The calculation puts the electronic energy at -1626.93014 Eh.

Atoms and positions in Å:
1 C 2.328 6.086 3.760
2 O 2.834 4.925 4.368
3 C 2.890 3.777 3.627
4 C 3.407 2.663 4.318
5 C 3.533 1.434 3.718
6 C 3.130 1.315 2.394
7 N 3.155 0.240 1.546
8 C 2.642 0.634 0.343
9 C 2.297 1.958 0.375
10 C 2.606 2.423 1.686
11 C 2.486 3.667 2.312
12 C 1.681 2.670 -0.787
13 C 1.918 1.856 -2.069
14 N 1.694 0.448 -1.833
15 C 0.502 -0.155 -2.006
16 O -0.441 0.234 -2.660
17 N 0.520 -1.367 -1.297
18 C -0.611 -2.283 -1.382
19 C -0.191 -3.738 -1.266
20 C -1.672 -1.924 -0.317
21 O -2.019 -2.690 0.551
22 N -2.144 -0.667 -0.456
23 C -3.309 -0.221 0.270
24 C -4.575 -0.338 -0.599
25 C -4.697 -1.748 -1.101
26 C -4.150 -2.103 -2.328
27 C -4.166 -3.418 -2.759
28 C -4.735 -4.375 -1.942
29 F -4.750 -5.662 -2.354
30 C -5.293 -4.052 -0.719
31 C -5.266 -2.734 -0.305
32 C 1.633 -1.476 -0.518
33 O 1.919 -2.334 0.276
34 C 2.496 -0.252 -0.850
35 C 3.849 -0.706 -1.411
36 H 2.373 6.863 4.521
37 H 2.934 6.388 2.899
38 H 1.288 5.953 3.441
39 H 3.703 2.812 5.344
40 H 3.930 0.589 4.259
41 H 3.370 -0.712 1.790
42 H 2.086 4.503 1.761
43 H 2.105 3.669 -0.902
44 H 0.604 2.781 -0.619
45 H 1.239 2.168 -2.863
46 H 2.951 1.979 -2.406
47 H -1.062 -2.095 -2.366
48 H -1.063 -4.366 -1.425
49 H 0.201 -3.936 -0.273
50 H 0.568 -3.977 -2.007
51 H -1.889 -0.144 -1.285
52 H -3.163 0.815 0.590
53 H -3.400 -0.865 1.147
54 H -4.499 0.355 -1.440
55 H -5.441 -0.064 0.003
56 H -3.706 -1.345 -2.958
57 H -3.741 -3.704 -3.709
58 H -5.727 -4.826 -0.106
59 H -5.686 -2.470 0.653
60 H 4.504 0.149 -1.555
61 H 3.706 -1.212 -2.363
62 H 4.313 -1.396 -0.711

No. 6
C4H4AlINO3P | ωB97M-V with the def2-TZVPD basis set

The LUMO energy comes out at -13.22 eV. As for the net charge: +2. The calculation puts the frontier orbital gap at 3.84 eV. Its HOMO energy is -17.06 eV. Its largest force on an atom is 8.46 eV/A. The calculation puts the electronic energy at -1315.66847 Eh.

Atoms and positions in Å:
1 C -2.855 0.185 -0.804
2 C -1.772 0.899 -0.205
3 N -0.391 1.587 -0.167
4 C 0.731 0.579 -0.145
5 C 0.848 -0.385 -1.462
6 O -0.087 -1.199 -1.955
7 O 2.169 -0.403 -2.171
8 P 0.741 -0.566 1.391
9 O -0.350 -1.929 1.081
10 I -0.161 0.617 3.373
11 H -3.689 -0.488 -1.331
12 H -0.412 2.160 0.729
13 H 1.742 1.211 -0.082
14 H 0.179 -2.491 0.437
15 Al 3.307 0.221 1.312

No. 7
C3H6O2S | ωB97M-V with the def2-TZVPD basis set

Its SMILES is C=C=O.CSO. The LUMO energy comes out at 0.64 eV. The calculation puts the frontier orbital gap at 8.72 eV. Its HOMO energy is -8.08 eV. Its largest force on an atom is 3.04 eV/A. The calculation puts the electronic energy at -666.48858 Eh.

Atoms and positions in Å:
1 C 3.865 0.307 -1.164
2 C 3.051 -0.258 -0.319
3 O 2.299 -0.942 0.283
4 H 4.227 -0.146 -2.084
5 H 4.300 1.248 -0.942
6 C -0.955 1.219 0.288
7 S -2.234 -0.126 0.306
8 O -1.244 -1.061 1.175
9 H -0.122 0.919 -0.327
10 H -0.498 1.442 1.251
11 H -1.380 2.139 -0.068
12 H -1.703 -1.749 1.687